Computed, not measured: C2H3NO2 in the gas phase, with ωB97M-V/def2-TZVPD.

CARTESIAN COORDINATES (ANGSTROEM)
H 0.914 -0.188 1.947
N 0.492 -0.296 1.037
C -0.093 0.735 0.605
O -0.606 0.676 -0.650
C -0.246 -0.568 -1.207
O 0.729 -0.694 -1.864
H -0.252 1.714 1.068
H -0.938 -1.378 -0.935

Computed properties:
Total charge   0
Structure (SMILES)   [H]/N=C/OC=O
Energy   -7706.75939 eV
HOMO energy   -0.394 hartree
Energy relative to the best compared isomer or geometry (same formula, charge and spin)   1.0836 eV

Computed, not measured: 2 unconnected molecules or ions with the total composition C4H12, with ωB97M-V/def2-TZVPD.

CARTESIAN COORDINATES (ANGSTROEM)
C -1.852 -0.930 1.791
C -2.589 -1.065 0.481
H -2.471 -0.620 2.633
H -1.459 -1.909 2.072
H -1.026 -0.225 1.745
H -2.869 -0.122 0.023
H -2.005 -1.611 -0.264
H -3.493 -1.672 0.531
C 2.017 0.837 -1.869
C 2.410 1.176 -0.390
H 1.062 0.319 -1.959
H 1.969 1.797 -2.373
H 2.740 0.181 -2.347
H 2.805 2.185 -0.454
H 3.200 0.506 -0.062
H 1.591 1.100 0.316

Computed properties:
Total charge   0
Structure (SMILES)   CC.CC
Energy   -4342.26210 eV
HOMO energy   -0.432 hartree
Energy relative to the best compared isomer or geometry (same formula, charge and spin)   0.2662 eV

Computed, not measured: a molecular structure, C19H43FeN2O2P2, with ωB97M-V/def2-TZVPD.

CARTESIAN COORDINATES (ANGSTROEM)
Fe -0.317 0.136 -0.195
P -0.898 1.416 1.540
P 0.315 -1.054 -1.979
N -1.615 0.973 -1.230
C -2.307 2.323 0.747
H -3.185 2.276 1.402
H -2.030 3.378 0.637
C -2.675 1.774 -0.636
H -3.626 1.201 -0.575
H -2.910 2.614 -1.320
C -2.020 0.454 -2.527
H -2.259 1.308 -3.192
H -2.978 -0.108 -2.454
C -0.949 -0.425 -3.182
H -0.439 0.170 -3.949
H -1.430 -1.272 -3.684
C 0.035 -2.886 -2.051
C 0.820 -3.668 -0.995
H 0.614 -4.739 -1.128
H 0.510 -3.405 0.021
H 1.901 -3.521 -1.081
C 1.979 -0.718 -2.738
C 3.095 -1.605 -2.182
H 4.059 -1.233 -2.559
H 3.003 -2.648 -2.516
H 3.137 -1.562 -1.087
C 0.306 2.705 2.123
C 1.237 2.214 3.234
H 2.011 2.976 3.405
H 1.751 1.288 2.951
H 0.709 2.076 4.188
C -1.707 0.688 3.042
C -0.818 -0.299 3.802
H -1.369 -0.659 4.681
H 0.113 0.158 4.152
H -0.572 -1.176 3.195
C -0.840 -1.337 0.663
O -1.346 -2.280 1.150
C 2.014 -0.730 -4.272
H 1.734 -1.709 -4.681
H 1.369 0.035 -4.714
H 3.042 -0.520 -4.597
C -0.319 4.050 2.519
H 0.485 4.723 2.847
H -0.834 4.536 1.687
H -1.020 3.943 3.357
C -2.304 1.731 3.997
H -2.947 1.202 4.715
H -1.527 2.250 4.575
H -2.931 2.470 3.484
C 0.237 -3.497 -3.444
H 1.301 -3.573 -3.708
H -0.169 -4.519 -3.426
H -0.295 -2.950 -4.231
H -1.034 -2.967 -1.789
H -2.536 0.110 2.600
H 2.173 0.309 -2.389
H 0.920 2.853 1.219
H 0.018 1.656 -1.126
H 0.820 1.392 -0.556
C 4.884 -0.337 1.912
C 3.439 -0.555 1.565
N 2.855 -1.647 2.143
O 2.807 0.196 0.808
H 5.261 -1.115 2.588
H 4.998 0.639 2.391
H 5.480 -0.340 0.996
H 1.881 -1.844 1.942
H 3.381 -2.255 2.754

Computed properties:
Total charge   +2
Energy   -80422.57977 eV
2S+1   6
HOMO energy (alpha / beta)   -0.513 / -0.575 hartree

Computed, not measured: C5H10FP in the gas phase, with ωB97M-V/def2-TZVPD.

CARTESIAN COORDINATES (ANGSTROEM)
C 2.562 -0.887 -1.243
C 1.092 -0.941 -0.823
C 0.513 0.002 -0.045
C -0.923 0.040 0.352
C -1.498 1.287 -0.217
P -1.214 -0.224 2.413
F -1.705 0.882 3.633
H 2.677 -0.709 -2.375
H 2.960 -0.131 -0.646
H 2.841 -1.925 -0.889
H 0.574 -1.858 -1.375
H 1.041 0.867 0.221
H -1.319 -0.991 -0.113
H -1.516 1.320 -1.330
H -2.599 1.465 0.077
H -0.948 2.181 0.055
H -2.537 -0.379 2.305

Computed properties:
Total charge   0
Structure (SMILES)   C/C=C/[C@H](C)PF
Energy   -17350.91615 eV
HOMO energy   -0.325 hartree
Energy relative to the best compared isomer or geometry (same formula, charge and spin)   0.9753 eV

Computed, not measured: 4 unconnected molecules or ions with the total composition C2H12NO3, with ωB97M-V/def2-TZVPD.

CARTESIAN COORDINATES (ANGSTROEM)
C -0.918 1.780 0.243
C -0.764 2.903 -0.558
N -0.804 0.465 -0.443
H -0.874 1.734 1.324
H -0.933 3.890 -0.154
H -0.367 2.759 -1.563
H -1.712 0.054 -0.702
H -0.267 -0.129 0.214
H -0.243 0.444 -1.296
H 0.520 -2.354 1.425
H 1.195 -1.103 1.280
O 0.280 -1.420 1.308
H 3.993 -1.571 1.237
H 3.795 -0.242 0.542
O 3.325 -1.005 0.873
H -1.349 -2.237 -1.492
H -2.754 -2.287 -0.918
O -2.123 -1.680 -1.318

Computed properties:
Total charge   0
Energy   -9897.12899 eV
2S+1   2
HOMO energy (alpha / beta)   -0.107 / -0.264 hartree
Energy relative to the best compared isomer or geometry (same formula, charge and spin)   2.1814 eV

Computed, not measured: a molecular structure, C12H14F5O3RuSSe4, with ωB97M-V/def2-TZVPD.

CARTESIAN COORDINATES (ANGSTROEM)
Ru -0.591 0.116 -0.720
C 1.915 -1.579 -2.511
O 0.541 -1.714 -2.186
C 0.205 -3.058 -1.903
C -1.260 -3.109 -1.522
O -1.598 -2.181 -0.499
C -1.446 -2.602 0.851
C 0.003 -2.718 1.320
O 0.776 -1.722 0.682
C 1.933 -1.356 1.416
H 2.152 -2.170 -3.401
H 2.536 -1.919 -1.675
H 2.100 -0.528 -2.713
H 0.854 -3.442 -1.110
H 0.357 -3.679 -2.798
H -1.533 -4.125 -1.216
H -1.871 -2.826 -2.380
H -1.962 -3.558 0.998
H -1.966 -1.838 1.432
H 0.430 -3.709 1.110
H 0.011 -2.575 2.408
H 1.653 -0.954 2.394
H 2.439 -0.574 0.850
H 2.601 -2.216 1.533
Se -2.805 0.404 -1.942
Se -2.718 2.273 -3.222
Se -0.632 3.186 -3.151
Se 0.766 1.839 -1.903
F 0.390 6.548 1.684
C 0.082 5.251 1.671
C -0.975 4.788 0.905
F -1.692 5.646 0.176
C -1.285 3.439 0.900
F -2.321 3.049 0.144
C -0.564 2.509 1.636
S -0.920 0.785 1.621
C 0.489 3.006 2.398
F 1.247 2.178 3.129
C 0.817 4.351 2.426
F 1.841 4.782 3.165

Computed properties:
Total charge   0
Energy   -307200.86668 eV
2S+1   6
HOMO energy (alpha / beta)   -0.271 / -0.288 hartree
Energy relative to the best compared isomer or geometry (same formula, charge and spin)   0.0121 eV

Computed, not measured: 11 unconnected molecules or ions with the total composition H22O11, with ωB97M-V/def2-TZVPD.

CARTESIAN COORDINATES (ANGSTROEM)
O -1.471 0.041 1.252
H -1.206 0.419 0.440
H -2.409 0.038 1.050
O -1.852 3.633 1.092
H -1.651 4.668 0.994
H -0.979 3.259 0.615
O -3.074 -2.793 -2.856
H -2.748 -2.524 -3.705
H -3.144 -2.027 -2.222
O 1.270 -1.897 -3.423
H 1.812 -2.546 -3.044
H 2.013 -1.319 -3.690
O -4.255 1.680 -0.114
H -4.005 2.504 -0.438
H -3.821 1.005 -0.575
O -0.300 -2.239 2.235
H -0.711 -1.855 3.017
H -0.870 -2.845 1.888
O 1.891 -0.203 -0.029
H 1.512 0.412 0.617
H 1.225 -0.878 -0.255
O 2.373 -4.387 1.507
H 1.375 -4.023 1.895
H 3.013 -3.608 1.861
O -0.126 2.769 -1.620
H 0.667 2.259 -1.650
H 0.601 3.564 -1.485
O 2.304 -0.294 3.385
H 2.863 0.393 3.044
H 1.536 0.272 3.338
O 2.528 2.434 -0.869
H 3.255 2.648 -1.432
H 2.384 1.440 -0.823

Computed properties:
Total charge   0
Structure (SMILES)   O.O.O.O.O.O.O.O.O.O.O
Energy   -22876.89252 eV
HOMO energy   -0.397 hartree
Energy relative to the best compared isomer or geometry (same formula, charge and spin)   4.6214 eV

Computed, not measured: a gas-phase ion, C11H8F10N (charge +1), with ωB97M-V/def2-TZVPD.

CARTESIAN COORDINATES (ANGSTROEM)
C 3.449 -0.657 0.217
C 2.161 0.030 1.032
F 2.812 0.913 2.072
C 1.162 0.893 0.058
N 1.314 2.427 0.086
C 0.443 3.369 -0.761
C -0.703 2.786 -1.808
C -0.866 1.147 -1.859
C 0.065 0.139 -0.903
C -0.171 -1.472 -1.050
F 1.093 -2.276 -1.148
F -0.855 -1.672 -2.383
C -1.079 -2.173 0.114
F -1.409 -3.556 -0.398
F -0.363 -2.408 1.407
C -2.522 -1.459 0.415
F -3.132 -0.769 -0.757
F -3.473 -2.587 0.744
C -2.546 -0.478 1.740
F -2.691 -1.337 2.974
F -3.672 0.524 1.646
F -1.316 0.319 1.943
H 4.487 -0.410 0.742
H 3.288 -1.837 0.203
H 3.378 -0.278 -0.888
H 1.624 -0.818 1.656
H 2.024 2.923 0.700
H 0.571 4.531 -0.683
H -1.378 3.451 -2.505
H -1.696 0.736 -2.608

Computed properties:
Total charge   +1
Structure (SMILES)   C[C@@H](F)c1[nH+]cccc1C(F)(F)C(F)(F)C(F)(F)C(F)(F)F
Energy   -40181.90617 eV
HOMO energy   -0.527 hartree

Computed, not measured: C15H18NO3P in the gas phase, with ωB97M-V/def2-TZVPD.

CARTESIAN COORDINATES (ANGSTROEM)
N 1.670 -0.232 -3.394
P 0.887 -1.304 -2.359
O 0.315 -2.528 -2.910
O 1.977 -1.654 -1.251
C 2.799 -0.695 -0.597
C 2.136 -0.151 0.675
C 1.605 1.272 0.501
C 0.558 1.690 1.502
C 0.297 0.990 2.671
C -0.696 1.411 3.540
C -1.437 2.544 3.261
C -1.174 3.261 2.106
C -0.188 2.835 1.238
O -0.157 -0.235 -1.742
C -1.014 -0.521 -0.706
C -1.004 -1.734 -0.038
C -1.860 -1.928 1.033
C -2.719 -0.921 1.437
C -2.736 0.283 0.754
C -1.887 0.488 -0.316
H 2.147 -0.756 -4.115
H 1.017 0.409 -3.821
H 3.716 -1.240 -0.356
H 3.037 0.113 -1.293
H 1.313 -0.824 0.924
H 2.852 -0.178 1.497
H 2.443 1.975 0.552
H 1.170 1.371 -0.496
H 0.866 0.108 2.920
H -0.888 0.848 4.441
H -2.212 2.869 3.939
H -1.742 4.152 1.880
H 0.010 3.397 0.336
H -0.337 -2.515 -0.372
H -1.849 -2.873 1.555
H -3.378 -1.076 2.277
H -3.407 1.071 1.059
H -1.885 1.423 -0.854

Computed properties:
Total charge   0
Structure (SMILES)   N[P@@](=O)(OCCCc1ccccc1)Oc1ccccc1
Energy   -32771.66685 eV
HOMO energy   -0.321 hartree
Energy relative to the best compared isomer or geometry (same formula, charge and spin)   0.1037 eV

Computed, not measured: 18 unconnected molecules or ions with the total composition H37O18, with ωB97M-V/def2-TZVPD.

CARTESIAN COORDINATES (ANGSTROEM)
O 2.378 5.942 -0.560
H -4.705 2.029 -0.644
H 2.744 5.082 -0.458
O -0.039 0.782 -1.751
H 1.649 0.555 -2.140
O 0.345 -1.307 -4.261
H -0.572 -0.982 -4.504
H -4.717 1.108 3.608
O -2.366 -4.899 1.665
H -0.343 1.709 -1.677
H -1.619 -5.036 1.035
O 0.219 -0.124 3.289
H 0.316 -1.077 3.436
H 1.121 0.078 3.510
O 2.212 -0.078 -2.650
H 1.683 -0.761 -2.030
H 1.680 -0.457 -3.387
O -4.921 -0.273 -0.287
H 2.973 -0.903 0.088
H 3.854 2.421 -2.675
O -2.108 -1.904 -2.941
H -1.787 -1.049 -2.715
H -1.838 -2.500 -2.244
O 2.080 -2.711 3.948
H 1.748 -2.544 4.825
H -3.715 -0.122 3.464
O -3.847 0.776 3.205
H -4.719 0.177 0.537
H -1.866 -5.147 2.428
O 2.807 -0.249 4.223
H 3.741 0.062 4.558
H 2.203 0.170 4.823
O 4.556 -1.316 2.021
H 4.128 -1.793 2.654
H 5.439 -1.336 1.849
O -4.523 2.966 -0.968
H 2.705 -1.980 3.790
H -5.462 3.093 -1.268
O -2.638 2.050 -2.857
H -3.370 1.972 -2.395
H -2.795 2.333 -3.799
O 0.918 -2.994 -0.271
H 0.884 -3.021 0.737
H 1.256 -3.904 -0.508
O -1.022 1.359 0.979
H 2.246 5.843 -1.436
H -0.444 1.826 1.626
O 2.087 -0.850 -0.487
H 0.134 -2.266 -4.129
H 1.418 -1.336 0.073
O 3.678 3.315 -2.887
H -0.230 0.556 -0.779
H 4.421 3.744 -2.796
H -5.645 -1.022 -0.205
H -1.151 0.492 1.437

Computed properties:
Total charge   +1
Energy   -37445.91771 eV
HOMO energy   -0.479 hartree
Energy relative to the best compared isomer or geometry (same formula, charge and spin)   7.5142 eV

Computed, not measured: a molecular structure, C23H28GaN2O5PSe, with ωB97M-V/def2-TZVPD.

CARTESIAN COORDINATES (ANGSTROEM)
Ga 0.461 -0.848 -0.433
C 0.236 -1.121 2.857
P -0.662 -0.063 1.657
C -2.371 -0.675 1.659
C -3.106 -0.674 0.477
C -4.422 -1.116 0.477
C -5.005 -1.560 1.656
C -4.277 -1.555 2.838
C -2.963 -1.109 2.841
C -0.812 1.487 2.627
C 0.317 2.008 3.259
C 0.219 3.132 4.067
C -1.008 3.753 4.249
C -2.133 3.254 3.606
C -2.036 2.132 2.795
H -0.008 -0.857 3.885
H 1.309 -0.999 2.703
H -0.017 -2.159 2.654
H -2.639 -0.344 -0.444
H -4.989 -1.123 -0.445
H -6.028 -1.915 1.654
H -4.731 -1.895 3.759
H -2.401 -1.097 3.768
H 1.281 1.528 3.127
H 1.103 3.517 4.562
H -1.086 4.622 4.890
H -3.095 3.734 3.740
H -2.922 1.752 2.302
C -1.181 -3.469 -0.166
O -0.550 -2.257 0.131
H -0.657 -4.308 0.304
H -1.238 -3.659 -1.243
H -2.205 -3.449 0.225
O -0.278 1.612 -3.132
N 0.054 0.887 -2.237
O 1.013 1.099 -1.462
O -0.589 -0.229 -1.996
Se 2.809 -1.261 -0.597
C 2.975 -3.020 -1.336
C 4.120 -3.299 -2.070
C 4.274 -4.572 -2.597
N 3.383 -5.552 -2.449
C 2.291 -5.267 -1.741
C 2.043 -4.031 -1.162
H 4.870 -2.536 -2.236
H 5.160 -4.818 -3.174
H 1.576 -6.075 -1.624
H 1.148 -3.864 -0.590
C -0.462 4.731 0.506
C -1.772 4.767 -0.292
C -2.078 3.283 -0.548
O -0.926 2.538 -0.137
C 0.168 3.442 0.010
H -0.659 4.670 1.577
H 0.176 5.594 0.310
H -1.630 5.296 -1.235
H -2.578 5.258 0.252
H -2.285 3.086 -1.601
H -2.925 2.931 0.046
H 0.664 3.591 -0.953
H 0.879 2.999 0.705

Computed properties:
Total charge   0
Energy   -164532.03723 eV
HOMO energy   -0.303 hartree

Computed, not measured: a molecular structure, C45H43Cl3F3GeHfN8O2SSb, with ωB97M-V/def2-TZVPD.

CARTESIAN COORDINATES (ANGSTROEM)
Hf 0.393 -0.851 -0.544
C -1.836 4.419 -2.663
C -1.737 3.792 -1.325
N -2.046 4.332 -0.193
N -1.808 3.362 0.737
C -1.376 2.225 0.214
S -1.072 0.757 1.027
N -1.309 2.486 -1.109
N -0.872 1.546 -2.035
H -2.189 5.440 -2.547
H -2.544 3.876 -3.292
H -0.869 4.432 -3.167
H -1.976 3.557 1.713
H -1.604 1.378 -2.723
H -0.081 1.940 -2.549
F 6.408 1.667 6.215
C 5.547 1.235 5.300
C 5.785 0.013 4.692
C 4.884 -0.444 3.746
C 3.773 0.330 3.420
C 3.553 1.556 4.042
C 4.451 2.018 4.993
Sb 2.371 -0.446 2.048
C 3.673 -0.984 0.432
C 3.188 -1.853 -0.549
C 3.911 -2.152 -1.698
C 5.138 -1.546 -1.858
F 5.824 -1.786 -2.973
C 5.671 -0.695 -0.903
C 4.930 -0.412 0.235
C 2.257 -2.421 2.887
C 1.352 -2.605 3.934
C 1.180 -3.851 4.523
C 1.919 -4.914 4.038
F 1.722 -6.128 4.563
C 2.847 -4.765 3.023
C 3.014 -3.508 2.454
H 6.658 -0.561 4.973
H 5.055 -1.406 3.276
H 2.689 2.160 3.796
H 4.312 2.964 5.498
H 2.251 -2.396 -0.366
H 3.555 -2.840 -2.454
H 6.652 -0.268 -1.060
H 5.346 0.251 0.984
H 0.773 -1.769 4.314
H 0.507 -4.001 5.358
H 3.436 -5.616 2.706
H 3.757 -3.391 1.674
C -3.235 -5.641 1.085
C -3.470 -4.927 2.415
C -4.421 -3.745 2.259
C -2.148 -4.513 3.077
N -1.282 -3.757 2.154
C -0.313 -4.222 1.353
N 0.147 -3.212 0.655
N -0.564 -2.157 1.064
N -1.435 -2.458 1.955
H -4.165 -6.085 0.733
H -2.503 -6.448 1.176
H -2.894 -4.942 0.312
H -3.910 -5.640 3.116
H -3.971 -2.937 1.676
H -4.712 -3.339 3.228
H -5.331 -4.059 1.748
H -1.574 -5.383 3.390
H -2.322 -3.872 3.938
H 0.021 -5.245 1.309
Cl 3.608 0.816 -3.930
C 2.779 1.655 -2.648
Cl 3.887 2.463 -1.564
Cl 1.642 2.852 -3.343
C 1.888 0.689 -1.856
O 1.482 -0.401 -2.361
O 1.483 0.981 -0.691
C -3.377 -1.248 -1.227
Ge -1.645 -1.524 -2.120
C -1.663 -0.844 -3.956
C -0.598 -1.139 -4.810
C -0.627 -0.743 -6.140
C -1.718 -0.039 -6.634
C -2.785 0.258 -5.800
C -2.757 -0.143 -4.468
C -1.470 -3.510 -2.537
C -0.184 -4.092 -2.486
C 0.042 -5.437 -2.693
C -1.034 -6.284 -2.985
C -2.318 -5.754 -3.143
C -3.375 -6.574 -3.586
C -4.632 -6.033 -3.870
C -4.841 -4.678 -3.716
C -3.811 -3.850 -3.243
C -2.537 -4.359 -2.938
H -4.121 -0.816 -1.898
H -3.257 -0.591 -0.367
H -3.765 -2.203 -0.871
H 0.267 -1.680 -4.442
H 0.200 -0.986 -6.794
H -1.736 0.279 -7.668
H -3.643 0.793 -6.186
H -3.616 0.078 -3.839
H 0.681 -3.458 -2.307
H 1.046 -5.840 -2.643
H -0.872 -7.345 -3.132
H -3.194 -7.632 -3.738
H -5.429 -6.670 -4.228
H -5.801 -4.249 -3.968
H -3.989 -2.789 -3.146

Computed properties:
Total charge   +3
Energy   -184269.26108 eV
2S+1   2
HOMO energy (alpha / beta)   -0.556 / -0.556 hartree